ORCA calculation (the ωB97M-V functional and the def2-TZVPD basis) on a molecular structure, C24H17AsF11N3ReS4.

Summary:
* LUMO energy: -5.917 eV
* molecular weight: 945.80 g/mol
* net charge: +1
* frontier orbital gap: 3.751 eV

```
61
Properties=species:S:1:pos:R:3:forces:R:3:mulliken_charge:R:1
Re -0.80936 0.79226 0.17993 -0.12 0.21 -0.09 -0.488
C -1.92404 0.32486 3.12126 -0.01 0.06 0.01 -1.399
N -0.75165 0.86965 2.41499 0.03 0.07 0.04 0.696
C 0.45406 0.11954 2.84916 -0.08 0.05 0.06 -1.273
C 1.58642 0.35894 1.88155 0.01 -0.05 0.00 -0.861
N 1.04770 0.22373 0.51983 -0.20 -0.29 -0.10 1.599
C 2.03539 -0.00030 -0.47120 -0.12 0.20 0.23 -1.234
C 2.00258 -1.10475 -1.30776 0.17 -0.21 -0.14 0.224
F 1.04821 -2.04681 -1.17111 -0.15 0.06 0.11 -0.080
C 2.94351 -1.32096 -2.29667 0.04 0.05 0.00 0.186
F 2.85837 -2.40501 -3.06824 0.01 0.02 0.01 -0.307
C 3.98296 -0.42275 -2.46881 -0.05 -0.04 0.01 0.681
F 4.89497 -0.62487 -3.41032 -0.01 0.00 0.00 -0.289
C 4.05859 0.68367 -1.64080 -0.07 0.01 0.06 0.220
F 5.04075 1.56289 -1.79190 0.02 0.01 -0.01 -0.283
C 3.09429 0.87922 -0.66448 0.11 0.14 -0.17 0.194
F 3.17420 1.98570 0.08125 0.01 -0.03 -0.01 -0.330
C -0.60321 2.31648 2.75448 0.06 -0.12 0.08 -0.789
C -1.41228 3.13162 1.77427 0.05 -0.04 -0.05 -0.822
N -1.03994 2.65716 0.42877 0.13 0.16 0.02 0.927
C -0.73627 3.66926 -0.51538 -0.14 -0.19 0.10 -1.146
C -1.59428 3.96544 -1.56110 -0.08 0.19 -0.24 0.162
F -2.76128 3.32595 -1.68670 0.06 -0.05 0.07 -0.345
C -1.26887 4.92115 -2.50964 0.01 0.01 0.01 0.468
F -2.10038 5.17882 -3.51509 -0.01 -0.01 0.01 -0.292
C -0.07451 5.61571 -2.41095 0.02 -0.05 0.08 0.611
F 0.23755 6.53683 -3.31201 0.00 0.00 -0.01 -0.287
C 0.79332 5.34697 -1.36251 -0.10 -0.02 -0.08 0.268
F 1.94125 6.00688 -1.26216 0.02 0.01 0.01 -0.300
C 0.45024 4.38235 -0.43357 0.20 0.10 -0.01 0.631
F 1.30400 4.12452 0.56616 -0.09 -0.02 0.03 -0.352
H -1.76989 0.36793 4.20393 -0.01 -0.01 0.01 0.370
H -2.81202 0.89763 2.86262 0.00 0.00 0.00 0.437
H -2.08134 -0.70835 2.81828 -0.01 -0.01 0.01 0.269
H 0.73060 0.40553 3.86987 0.00 -0.01 0.00 0.344
H 0.18229 -0.93838 2.85869 0.02 0.00 -0.04 0.439
H 2.01929 1.35303 2.02429 0.01 -0.03 0.01 0.439
H 2.39022 -0.36017 2.06699 -0.04 -0.04 -0.01 0.613
H -0.89195 2.48677 3.79586 -0.02 0.01 -0.02 0.405
H 0.44790 2.57723 2.63781 -0.03 0.07 0.00 0.332
H -2.48762 2.99608 1.92548 -0.01 0.00 -0.01 0.373
H -1.19595 4.19419 1.89484 0.04 0.00 -0.02 0.482
S -2.32589 -1.98881 -2.69604 -0.03 -0.01 0.05 -0.150
As -3.79780 -0.42859 -1.88901 -0.06 -0.06 -0.05 0.357
S -0.52857 0.91598 -2.15943 0.01 -0.04 0.18 -0.082
S -3.03663 -0.00693 0.13084 0.36 -0.11 0.06 -0.390
S -2.01508 0.03742 -3.20751 0.04 0.04 -0.13 0.005
F -0.16548 -8.23149 -0.54475 -0.02 0.09 0.01 -0.247
C -0.41721 -6.95929 -0.34404 0.08 -0.23 -0.04 0.502
C 0.63030 -6.16408 0.13925 -0.18 0.05 -0.05 -0.799
C 0.36181 -4.84409 0.34869 0.00 -0.01 -0.02 -0.111
C -0.94473 -4.32003 0.08846 0.01 -0.01 0.01 0.820
C -1.20865 -3.00382 0.31766 0.01 -0.01 -0.13 -0.158
C -1.96802 -5.18395 -0.41794 0.01 -0.03 -0.01 -0.318
C -1.71035 -6.50444 -0.63622 0.13 0.12 0.07 -0.698
H 1.59697 -6.61010 0.31895 0.02 -0.01 0.00 0.474
H 1.12947 -4.16960 0.70440 0.01 0.00 0.01 0.412
H -0.43972 -2.34006 0.69504 0.05 0.06 0.00 -0.339
H -2.17592 -2.55849 0.12818 -0.08 -0.03 0.09 0.311
H -2.94464 -4.76710 -0.62747 -0.02 0.00 0.01 0.435
H -2.44371 -7.19815 -1.01899 -0.02 -0.02 0.00 0.479
```
Forces are in eV/Å.

ORCA calculation (the ωB97M-V functional and the def2-TZVPD basis) on a molecular structure, C24H17BrCl3GeO7S2Ti.

Summary:
* LUMO energy (alpha / beta): -0.735 / -0.738 eV
* molecular weight: 788.27 g/mol
* ΔE to the lowest compared entry with this formula, charge and spin: 14.391 eV
* frontier orbital gap (alpha / beta): 6.775 / 6.781 eV
* 2S+1: 2
* <S²>: 0.75

```
56
Properties=species:S:1:pos:R:3:forces:R:3:mulliken_charge:R:1
Ti 0.22845 -0.63336 -0.04617 1.29 0.13 0.39 0.864
O 2.49831 -3.50046 1.43628 0.01 0.00 0.02 -0.652
S 2.00603 -2.17420 1.27872 -0.28 -0.26 0.11 1.701
O 2.25693 -1.52121 -0.01475 0.07 0.07 -0.21 -0.508
O 0.51962 -2.00647 1.45640 0.08 -0.21 -0.06 -0.409
C 2.70125 -1.18339 2.58300 -0.04 0.03 0.04 -0.249
C 3.65833 -1.81108 3.36186 -0.02 0.01 0.01 -0.643
C 4.22264 -1.15555 4.44864 0.00 -0.01 0.00 -0.571
C 3.81972 0.12696 4.76150 0.00 0.01 0.01 -0.617
C 2.86655 0.76749 3.97917 0.00 -0.01 -0.02 -0.520
C 2.30003 0.12795 2.88916 0.06 -0.02 -0.06 -0.307
S 1.14167 1.11572 1.94263 -0.13 0.20 0.05 1.850
O 1.28160 2.45079 2.42883 -0.02 0.03 -0.09 -0.618
O 1.53790 0.90631 0.51387 -0.17 0.09 -0.05 -0.438
O -0.19645 0.51927 2.02066 -0.01 -0.13 0.05 -0.586
H 3.94260 -2.82345 3.11422 0.01 0.00 0.01 0.545
H 4.96968 -1.65860 5.04761 0.00 0.00 0.00 0.397
H 4.24710 0.64361 5.61037 0.00 0.00 0.00 0.402
H 2.56096 1.77991 4.19801 0.01 0.00 0.01 0.548
Cl 1.19400 -3.09691 -6.93680 -0.02 0.04 0.02 -0.225
C 0.73468 -2.29123 -5.46870 0.02 -0.08 -0.05 0.079
C 0.60693 -3.02633 -4.30162 -0.02 -0.05 -0.02 -0.734
C 0.30555 -2.36645 -3.12934 -0.01 0.08 0.01 0.619
Cl 0.10901 -3.27499 -1.66702 0.01 0.05 0.12 -0.212
C 0.15457 -0.96960 -3.05473 0.22 0.30 -0.01 0.070
O 0.16762 -0.36078 -1.87059 -0.33 -0.16 -0.50 0.104
C 0.12123 -0.30930 -4.28995 0.11 -0.43 -0.10 0.691
Cl -0.58372 1.41845 -4.75904 -0.16 0.47 0.30 -0.178
C 0.46265 -0.94041 -5.46823 -0.24 0.08 0.06 -1.198
H 0.75819 -4.09606 -4.30511 -0.01 0.00 0.03 0.457
H 0.48128 -0.35464 -6.38310 0.04 -0.05 -0.03 0.381
Br -2.33617 -0.48561 -0.04462 -0.26 0.61 0.20 -0.431
Ge -2.21840 1.99570 -0.61721 -0.46 -0.53 -0.14 0.612
C -2.16414 1.63310 -2.51456 -0.08 -0.18 -0.37 1.145
C -1.03388 2.03151 -3.16420 0.23 0.14 -0.27 -1.519
C 0.25122 2.14397 -5.68482 0.11 -0.24 0.13 -0.198
C -2.18923 0.91885 -5.29596 0.00 0.18 -0.18 -0.781
C -3.24767 0.71420 -4.46381 0.37 -0.04 -0.21 -0.392
C -3.21938 0.92154 -3.09175 -0.20 -0.03 0.47 -0.665
C -1.00696 3.36013 -0.03721 0.13 -0.12 0.23 0.667
C -1.57033 4.29064 0.83697 0.01 -0.05 0.07 -0.824
C -0.87247 5.43598 1.18722 -0.01 0.00 0.01 -0.687
C 0.39305 5.65507 0.66836 0.03 0.02 -0.01 -0.480
C 0.96498 4.73083 -0.19534 0.02 0.01 0.03 -0.973
C 0.27331 3.58556 -0.54565 0.00 -0.06 0.10 0.237
H -3.56625 2.15681 0.07541 -0.09 0.25 -0.16 -0.066
H -0.22797 2.68344 -2.86884 -0.10 0.02 0.10 0.460
H 0.76581 2.77807 -6.36347 -0.04 0.05 0.02 0.552
H -2.14522 0.97858 -6.37524 -0.14 -0.15 0.01 0.525
H -4.17069 0.40895 -4.94606 -0.02 0.00 0.01 0.375
H -4.07599 0.65369 -2.48912 0.00 -0.01 -0.04 0.442
H -2.55474 4.11665 1.25597 0.00 0.02 -0.01 0.361
H -1.31451 6.14927 1.87000 0.00 0.00 0.00 0.417
H 0.94412 6.54429 0.94611 -0.01 0.00 0.00 0.396
H 1.96200 4.89419 -0.58255 0.00 -0.01 0.00 0.407
H 0.75505 2.85342 -1.17505 0.04 -0.05 0.02 0.375
```
Forces are in eV/Å.

ORCA calculation (the ωB97M-V functional and the def2-TZVPD basis) on 2 unconnected molecules or ions with the total composition C24H17F4N2S.

Summary:
* LUMO energy: -5.114 eV
* molecular weight: 441.47 g/mol
* net charge: +1
* ΔE to the lowest compared entry with this formula, charge and spin: 0.261 eV
* frontier orbital gap: 6.054 eV

```
48
Properties=species:S:1:pos:R:3:forces:R:3:mulliken_charge:R:1
F 3.03689 5.27956 0.61040 -1.36 -0.80 0.58 -0.291
C 1.87526 4.67617 1.04489 0.93 0.15 -0.13 0.298
C 1.22084 5.22128 2.14808 -0.41 -0.27 -0.49 -0.617
C 0.01837 4.60630 2.51003 -0.23 0.15 0.85 0.282
F -0.65809 5.11186 3.60132 0.73 -0.64 -1.36 -0.297
C -0.49679 3.49077 1.85683 -0.04 0.08 -0.56 -0.671
C 0.19366 2.95276 0.74212 1.13 1.06 1.08 0.664
C -0.30429 1.79053 0.02672 -2.06 0.02 0.90 -0.116
C 0.13919 1.52452 -1.28322 0.22 -1.41 -1.18 -0.348
C -0.49133 0.61862 -2.12581 0.19 1.28 1.37 -0.348
C -0.00750 0.27516 -3.43038 1.20 -0.93 -1.62 0.769
C -0.69308 -0.67716 -4.23371 0.01 0.37 0.65 -0.797
C -0.14095 -1.09697 -5.43810 -0.74 -0.40 -0.87 0.330
F -0.87081 -1.96944 -6.22616 0.99 1.02 1.09 -0.291
C 1.07338 -0.62097 -5.94031 -0.48 0.10 0.89 -0.690
C 1.74675 0.28155 -5.11984 0.73 0.87 -0.31 0.409
F 2.93498 0.82085 -5.57747 -1.42 -0.82 0.62 -0.292
C 1.25715 0.73403 -3.89952 -0.23 -0.12 0.08 -0.811
C 1.44379 3.52299 0.39006 -0.49 0.11 -0.09 -0.897
H 1.59870 6.10205 2.66559 -0.12 -0.27 -0.14 0.479
H -1.44568 3.04721 2.16331 0.26 0.35 -0.01 0.642
H -1.31642 1.42803 0.27618 0.48 0.88 -0.54 0.573
H 1.01511 2.05835 -1.65684 -0.34 -0.35 0.23 0.016
H -1.40686 0.13173 -1.77034 0.29 0.17 -0.20 0.706
H -1.64732 -1.06247 -3.86082 0.32 0.00 -0.45 0.456
H 1.45765 -0.92203 -6.90260 0.02 -0.05 -0.01 0.498
H 1.87089 1.41979 -3.30806 -0.22 -0.29 -0.43 0.475
H 2.06039 3.07764 -0.39680 -0.19 0.46 0.38 0.540
C -1.25657 -5.33587 2.47172 0.16 0.27 -0.44 -0.632
C -1.04556 -4.03417 2.94821 0.10 -0.14 -0.01 -0.623
C -0.61032 -3.04612 2.06994 -0.61 -0.17 -0.59 0.040
C -0.47136 -3.31311 0.68936 -0.38 -0.81 0.86 0.761
C -0.67829 -4.61476 0.20781 -0.05 0.22 0.35 -0.465
C -1.06591 -5.63102 1.11374 0.28 0.62 -0.36 -0.544
S -0.21025 -1.82693 -0.22311 0.30 0.49 0.43 0.000
C -0.26090 -0.86054 1.26545 0.22 -0.81 1.15 0.326
N -0.12647 0.39288 1.59245 0.69 -1.24 -1.62 -0.201
C -0.26930 0.50336 3.04679 0.33 0.92 0.17 -0.707
C -0.58130 -0.89741 3.57570 -0.38 -0.85 -0.30 -0.663
N -0.45096 -1.69209 2.34417 -0.01 0.31 -0.53 0.154
H -1.58348 -6.12574 3.14901 0.08 0.32 -0.16 0.380
H -1.25469 -3.76646 3.98149 0.14 -0.18 -0.12 0.388
H -0.55179 -4.81628 -0.85992 -0.12 -0.06 0.42 0.384
H -1.23295 -6.64073 0.72396 0.08 0.44 0.26 0.375
H 0.64409 0.86417 3.51785 0.23 0.10 -0.28 0.274
H -1.00740 1.28067 3.24063 -0.27 -0.38 0.36 0.377
H 0.14655 -1.25841 4.30552 -0.15 0.20 0.04 0.346
H -1.59704 -1.00413 3.97368 0.18 0.04 0.03 0.360
```
Forces are in eV/Å.

ORCA calculation (the ωB97M-V functional and the def2-TZVPD basis) on a molecular structure, C24H18AsF5N3O8RuS3.

Summary:
* LUMO energy (alpha / beta): 2.819 / 2.818 eV
* molecular weight: 843.60 g/mol
* net charge: -2
* ΔE to the lowest compared entry with this formula, charge and spin: 2.367 eV
* frontier orbital gap (alpha / beta): 4.039 / 4.040 eV
* 2S+1: 2
* <S²>: 0.76

```
63
Properties=species:S:1:pos:R:3:forces:R:3:mulliken_charge:R:1
Ru 0.17931 -0.33339 -0.03396 0.79 -1.68 -3.65 1.580
O 5.06763 4.76271 -3.10895 -0.10 0.21 0.14 -0.690
N 4.80627 3.57094 -3.15163 0.41 0.32 -0.32 1.054
O 5.47059 2.79646 -3.81465 0.02 -0.28 -0.06 -0.657
C 3.67088 3.08101 -2.40057 -0.71 -0.62 0.47 -0.715
C 2.95366 4.01066 -1.72046 0.20 0.07 -0.12 -0.380
C 1.81238 3.66003 -0.95774 -0.22 0.13 0.17 1.067
C 1.04025 4.59756 -0.24742 0.24 0.26 -0.12 -1.006
C -0.05875 4.17176 0.43598 -0.21 -0.04 0.04 -1.279
C -0.40313 2.80962 0.40777 -0.03 0.13 -0.33 -0.810
N 0.32082 1.91165 -0.23131 -0.25 -0.63 0.83 0.386
C 1.41559 2.32366 -0.88962 -0.04 0.10 -0.11 -0.351
C 2.18326 1.32850 -1.56248 0.05 0.12 -0.09 0.068
N 1.74016 0.06836 -1.38651 -0.46 -0.37 0.52 0.551
C 2.35840 -0.91198 -2.02466 0.26 0.08 -0.16 -0.242
C 3.46298 -0.67036 -2.83981 -0.09 -0.02 0.02 -1.171
C 3.94699 0.60317 -2.99848 0.13 0.12 -0.09 -0.578
C 3.30000 1.66880 -2.34877 0.27 0.08 -0.17 0.735
H 3.27064 5.04180 -1.77927 -0.06 0.04 0.05 0.556
H 1.33622 5.64168 -0.25482 -0.03 -0.03 0.02 0.404
H -0.67070 4.85434 1.00843 0.00 -0.01 0.01 0.445
H -1.28511 2.44487 0.91642 0.04 -0.04 0.04 1.039
H 1.96342 -1.90370 -1.86881 0.00 -0.05 0.06 0.319
H 3.93811 -1.50369 -3.34111 -0.01 0.01 0.02 0.398
H 4.80679 0.79842 -3.61388 -0.01 -0.09 -0.01 0.566
O -3.58546 -0.87877 2.75376 0.22 0.10 -0.05 -0.714
As -2.01321 -1.68535 2.57759 0.16 -0.36 -0.68 0.231
O -2.26044 -3.30214 2.78588 0.04 0.38 0.02 -0.874
O -1.37680 -1.21068 1.10524 -0.66 0.39 1.15 -0.026
C -1.02983 -1.11870 4.18120 0.16 0.39 0.10 -0.184
C -0.90850 -2.11728 5.14128 0.05 0.07 0.05 -0.398
C -0.22691 -1.88076 6.33110 0.00 0.00 -0.02 -0.523
C 0.33901 -0.63834 6.57376 0.00 -0.05 0.03 -0.466
C 0.21864 0.37528 5.63200 -0.22 -0.02 -0.02 -0.656
C -0.47099 0.14287 4.44916 0.01 -0.50 0.15 -0.260
S -0.45793 1.40311 3.20222 0.35 -0.29 -0.06 1.710
O 0.01928 2.62844 3.82784 -0.06 0.01 0.02 -0.841
O -1.83697 1.49938 2.72249 -0.13 0.00 0.05 -0.826
O 0.47394 0.82958 2.23081 -0.30 0.86 0.83 -0.394
H -3.41017 0.04990 2.52796 0.04 0.01 0.06 0.404
H -1.35523 -3.08013 4.92481 0.02 -0.02 -0.03 0.514
H -0.13134 -2.67504 7.06437 -0.01 0.02 -0.02 0.352
H 0.88107 -0.45893 7.49621 -0.01 0.01 -0.01 0.364
H 0.63907 1.35950 5.79791 0.02 -0.05 -0.04 0.472
C 2.34144 -3.30568 3.14514 -0.17 -0.01 -0.05 -1.748
C 1.78169 -2.71225 1.86780 0.02 -0.40 -0.15 0.664
S 2.31738 -1.20355 1.38103 0.45 0.39 0.57 -0.400
C 0.93404 -3.48576 1.05484 0.16 -0.26 0.11 0.779
C 0.54332 -4.88627 1.47600 0.00 0.21 0.02 -1.522
S 0.32387 -2.92896 -0.41504 -0.30 0.76 0.38 -0.441
H 2.80814 -2.52615 3.74204 0.00 0.02 -0.01 0.397
H 3.09566 -4.07048 2.92085 -0.03 0.01 0.02 0.348
H 1.55489 -3.77773 3.74019 0.01 0.00 0.00 0.350
H 1.34687 -5.40402 2.00939 -0.07 0.03 -0.03 0.349
H 0.25415 -5.46948 0.60139 0.00 0.02 0.03 0.411
H -0.33608 -4.80438 2.12856 0.04 -0.04 -0.02 0.196
F -0.82132 0.84365 -2.45871 0.00 -0.12 -0.27 -0.342
C -1.02029 -0.34125 -1.70897 -0.11 0.63 1.06 0.596
F -0.76171 -1.35232 -2.62808 -0.02 0.09 -0.14 -0.330
C -2.55784 -0.35495 -1.52913 0.50 -0.08 -0.33 0.376
F -3.19064 -0.05342 -2.70456 -0.15 -0.02 0.02 -0.335
F -3.01433 -1.54388 -1.15596 -0.11 -0.04 0.08 -0.248
F -2.94925 0.57268 -0.64879 -0.10 0.04 0.02 -0.271
```
Forces are in eV/Å.